{
  "formula": "C54H43As2BrF5N5O2S2SeSn",
  "method": "ωB97M-V/def2-TZVPD",
  "charge": 0,
  "homo_lumo_gap_ha": 0.2174,
  "relative_energy_kj_mol": 0.0,
  "multiplicity": 1,
  "e_tot_ha": -13464.8270,
  "symbols": ["C", "H", "H", "N", "H", "H", "C", "C", "H", "C", "H", "C", "C", "C", "H", "H", "H", "C", "C", "N", "F", "C", "N", "As", "H", "H", "Br", "C", "C", "H", "C", "C", "C", "N", "C", "C", "C", "C", "C", "F", "Se", "H", "H", "H", "H", "C", "H", "C", "C", "C", "H", "C", "C", "H", "H", "H", "H", "C", "H", "C", "C", "H", "H", "S", "C", "H", "C", "F", "C", "H", "F", "As", "H", "C", "C", "F", "H", "C", "C", "C", "Sn", "C", "H", "S", "H", "C", "C", "H", "C", "H", "C", "H", "H", "C", "H", "O", "C", "H", "C", "N", "C", "C", "H", "H", "C", "C", "H", "H", "C", "C", "O", "C", "H", "C", "C", "H"],
  "xyz": [[-3.19516, -3.67153, 0.03295], [0.94137, -7.31650, -0.93056], [-1.29908, -2.72544, 0.29775], [-5.24060, 0.99610, -1.36978], [1.42729, 2.43005, 4.06374], [3.03320, 2.31494, -0.61857], [-4.08389, 2.25898, 0.14025], [-4.54545, -3.66045, 0.35381], [-7.18144, 3.87669, 1.69290], [1.77290, 0.79172, -4.82769], [-3.82618, -1.09715, 6.52051], [1.53681, 0.37092, -7.21511], [-2.83524, -1.72486, 1.42359], [-0.45473, 4.06677, 1.11471], [6.37168, -0.89157, 3.00440], [-4.94996, 4.40979, 2.55906], [0.21654, -5.68535, -0.94179], [-2.37389, 0.18271, 3.73238], [-1.52100, -1.54875, -3.18453], [3.86603, -2.14643, -1.23111], [4.58763, -1.17124, -6.06943], [1.02235, -0.53373, 3.19388], [3.97543, 0.50928, -0.88339], [1.76501, 0.55091, 1.70963], [1.47848, -2.77181, -3.59337], [5.89516, -2.18397, -1.53410], [-4.86527, -2.91113, -5.18509], [4.04975, 2.17552, 2.67321], [5.00792, -1.59065, -1.33002], [-1.99116, -3.07755, -4.63407], [-3.37879, -0.36376, 5.86058], [-3.37669, -0.23456, -2.38952], [-5.04278, -2.67554, 1.19654], [3.80105, -3.49020, -1.39976], [-4.23172, -0.95755, -3.23293], [6.20888, 1.24255, 3.19158], [-2.34912, -2.70972, 0.56646], [2.94572, 0.04802, -4.89389], [-2.26821, 1.50747, 4.14389], [3.17768, -0.85810, -8.37921], [1.17052, 1.63050, -3.25153], [-0.95258, 5.62577, 2.50381], [0.33947, -2.49030, -4.92767], [1.18295, -6.22394, 0.45711], [-2.91551, 3.37642, 1.58398], [2.68778, -4.03520, -0.99955], [-0.98593, 4.52261, 0.28807], [0.90498, 2.89001, 3.23300], [-2.02650, -0.52251, -2.39439], [-6.49380, 2.51576, 0.19793], [-2.99681, -1.79161, 4.31037], [-3.95659, 0.76872, -1.48440], [-3.25802, 0.96069, 6.26550], [5.74527, 3.33602, 3.27914], [-1.85002, 2.24601, 3.46861], [-4.60511, -0.92936, 2.35234], [-0.52844, 0.64287, -2.27875], [3.54760, 0.90380, 2.41684], [0.70189, 0.14738, 3.98424], [-2.92348, -0.75245, 4.60891], [0.20862, 2.86185, 0.93182], [-0.54492, -1.97617, 3.60370], [3.41499, 3.04428, 2.56430], [1.42523, -3.25949, -0.11578], [3.98245, 1.83633, -0.83515], [-0.01087, -3.72998, -3.68238], [6.28890, 0.53537, -1.44079], [0.84151, 0.52219, -8.34334], [5.72087, -0.02960, 2.91903], [0.17414, -2.13159, 2.00463], [3.65750, -0.18475, -3.77392], [-1.61419, -0.31422, 1.99603], [1.84274, -1.14189, 3.57357], [1.07797, 0.91689, -6.03145], [-5.35577, 1.92941, -0.35710], [-0.07639, 1.58251, -6.06587], [-2.58182, 2.92463, 5.72502], [1.06819, -6.27942, -0.62311], [-5.04027, 3.71420, 1.73416], [5.37124, 2.34128, 3.06939], [1.82526, -0.77862, -1.10566], [0.42412, -2.74480, -3.86818], [7.24045, 1.37803, 3.49261], [2.57744, -5.72283, -1.44050], [-3.60708, 1.26271, 7.24534], [-2.35764, -2.27271, -4.01483], [3.43380, -0.49385, -6.06689], [-7.47534, 2.26593, -0.18505], [-6.31813, 3.40666, 1.23895], [-5.28177, -0.70590, -3.24065], [6.30242, 1.91642, -1.34954], [5.08641, 3.66392, -0.99116], [7.17958, -0.01814, -1.71188], [-2.69322, 1.89406, 5.40905], [0.26866, 4.57999, 4.38637], [-1.13662, 0.19770, -1.63317], [-0.15556, -1.41373, 2.75515], [4.02822, -1.18949, 2.30334], [5.12627, 2.58533, -1.05147], [-3.21220, 1.51110, -0.61187], [0.25045, 4.10055, 3.41555], [2.72619, -0.33312, -7.24040], [-2.79864, -4.42300, -0.63912], [-2.21160, 1.47201, -0.52129], [-4.19702, -1.70728, 1.71916], [4.40066, -0.19427, 2.53127], [-5.20923, -4.41196, -0.05586], [7.21858, 2.46759, -1.51778], [5.10057, -0.13946, -1.20515], [0.88756, 2.26403, 1.98974], [-0.18165, -1.75001, -3.05514], [-3.71160, -1.94766, -4.03194], [-6.09709, -2.65226, 1.44432], [-3.90108, 3.14886, 1.19488], [-0.43387, 4.68646, 2.35791], [0.19443, 2.37986, -0.04036]],
  "forces_ev_per_a": [[-0.020, 0.028, 0.013], [0.005, 0.014, 0.002], [0.024, -0.027, -0.048], [-0.060, -0.036, -0.049], [-0.001, 0.020, 0.026], [0.022, 0.003, 0.003], [-0.194, -0.094, -0.085], [-0.010, 0.006, 0.019], [0.004, -0.009, -0.012], [0.005, -0.272, -0.305], [0.029, 0.020, 0.005], [-0.055, 0.024, -0.045], [-0.018, -0.043, -0.015], [0.074, 0.071, -0.012], [-0.032, 0.018, -0.002], [0.010, -0.008, 0.004], [-0.035, -0.051, 0.009], [0.031, -0.046, 0.012], [0.069, -0.286, -0.253], [-0.345, 0.228, 0.215], [0.005, -0.054, 0.004], [-0.315, -0.073, -0.196], [-0.089, 0.023, -0.025], [-0.064, -0.071, 0.418], [-0.006, 0.014, 0.014], [0.009, 0.001, -0.010], [0.016, -0.029, -0.004], [-0.059, -0.047, -0.013], [0.104, -0.115, -0.068], [0.038, 0.035, -0.023], [0.012, -0.009, -0.035], [-0.282, -0.101, -0.012], [-0.018, -0.007, -0.040], [0.182, -0.337, -0.269], [0.032, 0.066, 0.071], [-0.008, 0.030, -0.005], [0.061, 0.051, -0.014], [-0.213, 0.081, 0.019], [-0.009, 0.016, -0.101], [0.031, -0.018, -0.067], [0.102, 0.432, 0.307], [0.006, -0.011, -0.015], [-0.035, 0.000, 0.004], [-0.075, -0.020, -0.015], [-0.112, -0.009, -0.036], [-0.059, 0.255, 0.192], [0.012, -0.018, 0.011], [-0.017, -0.039, -0.020], [0.096, 0.357, 0.247], [0.015, -0.004, -0.014], [-0.046, -0.014, -0.009], [-0.110, 0.023, 0.062], [-0.001, 0.006, -0.030], [0.000, -0.020, -0.016], [-0.003, -0.018, 0.014], [-0.013, 0.008, 0.041], [0.297, 0.006, 0.006], [0.097, -0.041, -0.121], [0.120, 0.070, 0.035], [0.041, 0.034, -0.001], [0.084, -0.033, -0.027], [-0.003, -0.027, 0.033], [-0.015, 0.035, 0.002], [-0.037, -0.172, 0.138], [-0.050, -0.026, 0.019], [-0.005, 0.013, 0.007], [0.110, -0.099, -0.048], [-0.040, 0.006, -0.059], [0.028, 0.003, 0.013], [-0.031, -0.021, -0.047], [0.125, 0.014, 0.099], [-0.144, 0.088, 0.090], [0.053, -0.001, 0.018], [0.040, -0.013, 0.211], [0.055, -0.020, -0.008], [-0.033, 0.041, -0.065], [-0.043, -0.008, -0.031], [0.147, 0.125, 0.005], [-0.007, 0.006, -0.006], [0.033, -0.019, -0.010], [0.082, 0.225, -0.234], [-0.042, 0.011, -0.002], [-0.031, -0.018, 0.002], [0.012, -0.128, -0.048], [0.015, -0.010, -0.018], [-0.001, -0.068, -0.001], [0.089, -0.040, 0.053], [0.015, 0.026, 0.031], [-0.042, -0.021, -0.009], [-0.021, -0.055, 0.024], [-0.028, 0.081, 0.021], [-0.001, -0.024, 0.009], [-0.041, 0.013, 0.040], [-0.006, -0.011, 0.042], [-0.006, 0.001, -0.013], [-0.184, -0.059, 0.031], [0.215, 0.070, -0.066], [0.045, -0.007, 0.003], [0.053, 0.000, -0.010], [0.076, 0.236, 0.222], [-0.009, -0.013, -0.023], [-0.011, -0.012, 0.005], [-0.005, 0.002, 0.012], [0.042, -0.196, -0.059], [0.091, 0.100, -0.015], [-0.092, -0.048, -0.010], [0.015, 0.032, -0.003], [-0.013, -0.020, -0.027], [-0.001, 0.181, 0.063], [0.017, 0.019, -0.045], [0.182, -0.241, -0.177], [-0.006, 0.100, 0.124], [0.023, 0.006, -0.032], [0.063, -0.008, 0.028], [0.019, -0.011, 0.015], [-0.028, -0.016, -0.037]],
  "mulliken_charge": [-0.4340, 0.3776, -0.0889, -0.8040, 0.4928, 0.2862, 0.4512, -0.6609, 0.3751, 0.3115, 0.4098, 0.1956, 0.2097, -0.9213, 0.4449, 0.4348, 0.0623, 0.1999, 0.5190, 1.0840, -0.3289, -1.4656, 0.9916, 1.2237, 0.0999, 0.4174, -0.2093, -0.2554, -1.2007, 0.5672, -0.7756, 0.8050, -0.7354, -1.7214, -0.7915, -0.5466, -0.3608, -0.4165, 0.0795, -0.3193, -0.2684, 0.3788, 0.4210, 0.2733, 0.2702, 0.3242, 0.5629, -0.5973, -0.2216, -0.9396, 0.4031, -0.2738, -0.5626, 0.4222, 0.1979, 0.5026, -0.5793, 0.4903, 0.4690, -0.5688, -0.5281, 0.7220, 0.3849, -0.5181, -0.2788, 0.3023, -0.8291, -0.3128, -0.8126, -0.0212, 0.1008, 1.6571, 0.7662, 0.3911, 0.0359, -0.3584, 0.4475, -0.6016, -0.8455, -0.7639, 0.4243, -1.1469, 0.3944, -0.0297, 0.3922, -0.3455, -0.3704, 0.4673, -0.4878, 0.6477, -0.6921, 0.5296, 0.5323, -0.9351, 0.4519, 0.5046, -0.8325, 0.3498, -0.9385, 0.5536, -1.1180, 0.8022, 0.4278, -0.0861, -0.5988, -0.6511, 0.4057, 0.4493, 0.9654, 0.5912, 1.7264, -0.5121, 0.3935, 0.0407, -0.5217, 0.5718]
}